## 1
ORCA calculation (ωB97M-V/def2-TZVPD) on a cluster of 2 separate species, C4H11NO2S in total.

Values from the calculation:
Lowest unoccupied orbital energy (eV): 0.5
Orbital gap (eV): 10.1
HOMO level (eV): -9.6
Structure (SMILES): NC(=O)CCCS.O

Geometry as ORCA input:
```
! RIJCOSX wB97M-V def2-TZVPD def2/J DEFGRID3
* xyz 0 1
N 1.42230 -0.69233 -1.55047
C 0.07111 -0.78367 -1.35134
O -0.53986 -1.87329 -1.26401
C -0.40973 0.65027 -1.13966
C -0.78697 0.91710 0.27966
C 0.23165 0.57110 1.29365
S 1.95625 1.20778 1.07287
H 1.92669 -1.48891 -1.82671
H 1.82020 0.23641 -1.75464
H -1.22520 0.72411 -1.83638
H 0.45386 1.20190 -1.42771
H -1.72962 0.53971 0.51443
H -1.00352 2.01853 0.35731
H 0.36349 -0.44116 1.35069
H -0.06086 0.90079 2.28888
H 1.57560 2.46735 1.39128
O -1.62150 -2.35342 1.45500
H -1.71494 -1.85996 0.61351
H -0.72897 -1.94229 1.53362
*
```

---

## 2
ORCA calculation (ωB97M-V/def2-TZVPD) on a cluster of 2 separate species, C4H11NO2S in total.

Values from the calculation:
Lowest unoccupied orbital energy (eV): -2.5
Orbital gap (eV): 5.7
HOMO level (eV): -8.3

Geometry as ORCA input:
```
! RIJCOSX wB97M-V def2-TZVPD def2/J DEFGRID3
* xyz 0 1
O 2.05240 0.08916 0.00147
C 1.62286 -1.33759 0.35631
C 0.16019 -1.27356 0.35434
C -0.60979 -0.89939 -0.88052
C -1.10375 0.54318 -0.89059
S -1.63741 0.85014 -2.61113
N -0.45307 -0.74137 1.53579
H 2.03657 -1.42221 1.40459
H 2.14930 -1.95506 -0.39272
H 0.09594 -1.09517 -1.70070
H -1.48919 -1.55948 -1.09694
H -0.37493 1.31219 -0.54847
H -2.02022 0.62244 -0.27861
H -2.09263 2.05584 -2.68560
H 0.00462 -1.11085 2.41773
H -0.39452 0.33695 1.48649
H 1.36947 0.61002 0.52083
H 0.46916 2.90843 1.68863
O 0.21501 2.06633 1.31909
*
```

---

Which structure is the least stable? The one labeled 2.

---

## 1
ORCA calculation (ωB97M-V/def2-TZVPD) on the molecule C4H8O3S.

Values from the calculation:
Lowest unoccupied orbital energy (eV): -0.1
Orbital gap (eV): 9.5
HOMO level (eV): -9.6
Structure (SMILES): O=CSCOCCO

Geometry as ORCA input:
```
! RIJCOSX wB97M-V def2-TZVPD def2/J DEFGRID3
* xyz 0 1
O -0.98354 1.97906 -0.17910
C -1.95501 1.21751 -0.43554
S -2.37566 -0.42459 0.43554
C -0.66789 -1.46748 0.72948
O -0.04449 -1.56169 -0.58702
C 0.81064 -0.36260 -1.00379
C 1.68533 0.34815 0.14078
O 1.06813 0.78146 1.44893
H -2.75517 1.57771 -1.08875
H -1.13325 -2.32498 1.06043
H 0.10841 -0.89010 1.41762
H -0.05397 0.17249 -1.64820
H 1.66445 -0.99483 -1.57258
H 2.37635 -0.35328 0.37012
H 2.25156 1.24440 -0.31593
H 0.00413 1.05875 1.22801
*
```

---

## 2
ORCA calculation (ωB97M-V/def2-TZVPD) on the molecule C4H8O3S.

Values from the calculation:
Lowest unoccupied orbital energy (eV): 0.6
Orbital gap (eV): 9.5
HOMO level (eV): -8.9
Structure (SMILES): OCCOCC(O)=S

Geometry as ORCA input:
```
! RIJCOSX wB97M-V def2-TZVPD def2/J DEFGRID3
* xyz 0 1
O 2.15050 1.32748 0.03761
C 2.03430 0.23983 0.84242
C 1.96100 -1.08454 0.11891
O 1.02362 -0.76226 -0.80227
C -0.27538 -0.97842 -0.27842
C -1.31514 0.10970 -0.19610
O -0.75024 1.25359 -0.52715
S -2.78900 -0.03453 0.35680
H 2.98066 1.24223 -0.56810
H 2.87127 0.06641 1.59385
H 0.95547 0.27054 1.28449
H 1.73581 -1.99328 0.84102
H 2.91127 -1.25576 -0.36324
H -0.66296 -1.90825 -0.91746
H -0.06652 -1.23108 0.79597
H 0.07919 1.09178 -0.96177
*
```

---

## 3
ORCA calculation (ωB97M-V/def2-TZVPD) on the molecule C4H8O3S.

Values from the calculation:
Lowest unoccupied orbital energy (eV): 0.2
Orbital gap (eV): 9.1
HOMO level (eV): -8.8
Structure (SMILES): COC(=S)[C@@H](O)CO

Geometry as ORCA input:
```
! RIJCOSX wB97M-V def2-TZVPD def2/J DEFGRID3
* xyz 0 1
C 1.48693 0.36198 1.55084
O 1.57201 -0.66690 0.54831
C 0.60641 -1.03834 -0.27928
S 0.93661 -2.09434 -1.49474
C -0.79439 -0.43867 -0.14605
O -1.18512 -0.13033 1.16003
C -0.89494 0.83476 -0.99848
O -0.98761 0.58600 -2.36916
H 2.52121 0.50531 1.70655
H 0.92153 -0.03411 2.38527
H 0.96143 1.24196 1.12708
H -1.49852 -1.10998 -0.69154
H -1.44795 -0.93407 1.59793
H -0.11913 1.52884 -0.81285
H -1.86785 1.32408 -0.68170
H -0.21062 0.06382 -2.60220
*
```

---

Which structure is the least stable? The one labeled 1.

---

## 1
ORCA calculation (ωB97M-V/def2-TZVPD) on a structure of composition C38H30BiBrF7N6O5PS.

Values from the calculation:
Lowest unoccupied orbital energy (alpha / beta) (eV): -4.0 / -6.4
Orbital gap (alpha / beta) (eV): 4.1 / 1.7
HOMO level (alpha / beta) (eV): -8.1 / -8.1

Geometry as ORCA input:
```
! RIJCOSX wB97M-V def2-TZVPD def2/J DEFGRID3
* xyz 1 2
Bi 0.08988 0.50877 0.57696
C 5.79181 -4.19550 0.05017
C 5.08929 -4.01285 -1.29444
C 4.82657 -5.32630 -2.03003
C 3.76837 -6.14942 -1.30707
C 2.51417 -5.33740 -1.23035
C 1.27377 -5.93464 -1.24029
C 0.11728 -5.15439 -1.24728
F -1.07744 -5.76075 -1.28876
C 0.17559 -3.78737 -1.20439
C 1.42507 -3.15701 -1.12067
C 1.47486 -1.72733 -0.92946
O 0.37110 -1.07205 -0.92710
C 2.75895 -1.17210 -0.76484
C 3.86722 -1.98359 -0.87996
N 3.82389 -3.29137 -1.10557
C 2.60875 -3.92979 -1.16039
C 3.03856 0.28987 -0.56362
O 4.15665 0.71412 -0.74904
O 2.04791 1.07483 -0.24557
H 6.70677 -4.76486 -0.08651
H 5.15322 -4.71390 0.75890
H 6.05750 -3.23045 0.47388
H 5.71813 -3.37874 -1.93196
H 5.75994 -5.88168 -2.10925
H 4.46995 -5.10470 -3.03987
H 4.11010 -6.40454 -0.30166
H 3.57781 -7.08151 -1.83979
H 1.17579 -7.00817 -1.24035
H -0.71755 -3.18537 -1.22959
H 4.83723 -1.51097 -0.79989
Br -2.97605 -1.28664 -0.99592
C -2.56673 -1.62666 0.80896
C -3.51217 -2.15602 1.66965
C -3.08710 -2.48823 2.94950
C -1.73930 -2.39697 3.27016
C -0.88009 -1.83828 2.33717
N -1.31599 -1.40753 1.15651
C 0.63858 -1.82007 2.50477
O 1.14524 -2.62946 3.24197
O 1.26391 -0.99511 1.73933
H -4.53202 -2.29007 1.34970
H -3.79700 -2.85424 3.67373
H -1.34294 -2.73274 4.21516
N -4.17482 2.07178 -1.22820
C -5.29044 1.50850 -0.60290
C -6.45222 1.28388 -1.32842
C -7.55808 0.71884 -0.71191
C -7.51187 0.36971 0.62856
C -6.35287 0.58634 1.35770
C -5.24513 1.15162 0.74824
S -3.72531 1.34651 1.66032
N -2.63305 1.54025 0.45474
C -2.90730 1.91674 -0.73613
C -1.80898 2.17640 -1.68232
C -1.93680 3.17496 -2.64660
C -0.93864 3.31640 -3.59490
C 0.13916 2.44304 -3.57384
C 0.21364 1.52186 -2.54255
N -0.72293 1.40774 -1.61637
H -4.28635 2.28254 -2.20896
H -6.48842 1.53481 -2.37856
H -8.46209 0.56555 -1.27980
H -8.37142 -0.08075 1.10007
H -6.30028 0.33108 2.40362
H -2.77931 3.84839 -2.62866
H -1.00536 4.08474 -4.34886
H 0.91040 2.49094 -4.32565
H 1.04683 0.84140 -2.45093
F -0.75614 3.17421 1.38361
P -0.64652 3.01146 3.03077
F 0.84672 2.37609 2.78121
F -1.24303 1.45971 2.90941
F -2.15243 3.54428 3.14663
F -0.03991 4.48757 3.09725
F -0.50215 2.82410 4.59820
N 2.95317 3.43158 1.08670
C 2.25102 4.56374 0.98117
C 1.37026 4.76526 -0.10863
C 0.68702 5.94981 -0.22819
C 0.84183 6.95881 0.72384
C 1.70204 6.77429 1.80516
C 2.40542 5.60132 1.93174
H 3.53210 3.28024 1.89597
H 2.72913 2.62174 0.51288
H 1.23786 3.97399 -0.83158
H 0.01396 6.10427 -1.06104
H 0.27714 7.87495 0.63185
H 1.80265 7.55013 2.54861
H 3.04204 5.43038 2.78388
*
```

---

## 2
ORCA calculation (ωB97M-V/def2-TZVPD) on a structure of composition C38H30BiBrF7N6O5PS.

Values from the calculation:
Lowest unoccupied orbital energy (alpha / beta) (eV): -3.5 / -5.2
Orbital gap (alpha / beta) (eV): 7.5 / 5.7
HOMO level (alpha / beta) (eV): -10.9 / -10.9

Geometry as ORCA input:
```
! RIJCOSX wB97M-V def2-TZVPD def2/J DEFGRID3
* xyz 1 2
Bi 0.10045 -1.28835 -0.04477
C -4.65217 1.99489 5.17452
C -4.91814 2.44162 3.74030
C -5.16190 3.93550 3.60379
C -3.92295 4.72022 4.01358
C -2.68468 4.18635 3.33725
C -1.55921 4.96685 3.21963
C -0.41458 4.47158 2.59555
F 0.65506 5.27298 2.51124
C -0.36073 3.21751 2.06499
C -1.50158 2.40523 2.15352
C -1.48506 1.07834 1.56567
O -0.41361 0.69616 0.98723
C -2.67214 0.33095 1.64892
C -3.76059 0.86229 2.30132
N -3.76872 2.05657 2.88350
C -2.65197 2.88097 2.80072
C -2.82601 -1.04936 1.08127
O -3.92134 -1.44915 0.75153
O -1.72592 -1.75641 1.04176
H -5.45281 2.34313 5.82731
H -3.70621 2.39254 5.54477
H -4.61027 0.90726 5.23603
H -5.77536 1.89542 3.34796
H -6.01191 4.20819 4.22838
H -5.42552 4.16617 2.56930
H -3.78571 4.67432 5.09698
H -4.04271 5.77363 3.76159
H -1.54919 5.97845 3.60656
H 0.53693 2.84186 1.59197
H -4.67201 0.27929 2.35928
Br 1.52419 -2.90059 -4.65939
C 2.68341 -2.48805 -3.21198
C 3.73783 -3.34077 -2.94860
C 4.60723 -2.97886 -1.93428
C 4.41039 -1.78612 -1.26030
C 3.30314 -1.02621 -1.59197
N 2.42077 -1.38076 -2.54133
C 3.00653 0.30112 -0.93285
O 3.79668 1.22029 -1.04825
O 1.86423 0.36810 -0.32672
H 3.86154 -4.25977 -3.50176
H 5.43717 -3.62406 -1.67697
H 5.08673 -1.44751 -0.48815
N 0.16257 0.47684 -4.18676
C 1.01824 1.57236 -4.27293
C 1.63815 1.87322 -5.47893
C 2.49157 2.95558 -5.55631
C 2.74175 3.75264 -4.43599
C 2.12943 3.46443 -3.23808
C 1.25717 2.37525 -3.15276
S 0.50072 2.03834 -1.64445
N -0.35101 0.67380 -1.91184
C -0.44933 0.07775 -3.06756
C -1.34341 -1.11460 -3.11442
C -1.82304 -1.65029 -4.29132
C -2.69901 -2.72848 -4.22104
C -3.07014 -3.21204 -2.98605
C -2.52583 -2.62714 -1.84716
N -1.68064 -1.60701 -1.91552
H 0.11584 -0.12648 -4.99441
H 1.45438 1.25160 -6.34713
H 2.97501 3.18028 -6.49728
H 3.42095 4.59049 -4.50514
H 2.32861 4.06015 -2.35564
H -1.54588 -1.25574 -5.25940
H -3.07723 -3.17946 -5.12846
H -3.75652 -4.04035 -2.88564
H -2.75781 -2.99155 -0.85653
F 0.45236 -3.60669 -1.54732
P 0.47951 -4.90057 -0.49379
F 0.75602 -5.88619 -1.70081
F 0.18619 -3.76771 0.73170
F 0.49762 -6.04845 0.59607
F -1.10747 -5.03182 -0.67991
F 2.05165 -4.62305 -0.29132
N 0.97122 -1.53680 2.26244
C 2.39525 -1.74403 2.31839
C 2.91626 -3.02376 2.19098
C 4.29286 -3.19719 2.19488
C 5.14083 -2.10578 2.31928
C 4.60798 -0.82851 2.43675
C 3.23424 -0.64430 2.43482
H 0.69040 -0.68761 2.73774
H 0.43657 -2.32946 2.60462
H 2.25638 -3.87410 2.08452
H 4.69924 -4.19594 2.10288
H 6.21349 -2.24971 2.32732
H 5.26239 0.02792 2.53195
H 2.81322 0.35234 2.51047
*
```

---

Which structure is the least stable? The one labeled 1.

---

## 1
ORCA calculation (ωB97M-V/def2-TZVPD) on the molecule C4H5N3S.

Values from the calculation:
Lowest unoccupied orbital energy (eV): 0.4
Orbital gap (eV): 9.0
HOMO level (eV): -8.6
Structure (SMILES): [H]/N=C1\N=CSC(=C)N1

Geometry as ORCA input:
```
! RIJCOSX wB97M-V def2-TZVPD def2/J DEFGRID3
* xyz 0 1
H 2.86462 0.39219 -1.56116
N 1.94036 0.82819 -1.49100
C 1.21358 0.15874 -0.69420
N 1.63728 -1.01791 -0.06041
C 0.89146 -1.65573 0.73240
S -0.71898 -1.30553 1.30734
C -1.06434 0.17759 0.37187
C -2.25073 0.77790 0.50474
N -0.06926 0.62682 -0.46900
H 1.31174 -2.57127 1.17417
H -3.02002 0.39159 1.18894
H -2.47952 1.71005 -0.01419
H -0.25619 1.48737 -0.98950
*
```

---

## 2
ORCA calculation (ωB97M-V/def2-TZVPD) on the molecule C4H5N3S.

Values from the calculation:
Lowest unoccupied orbital energy (eV): -0.8
Orbital gap (eV): 8.1
HOMO level (eV): -8.9
Structure (SMILES): NC(=S)C1=NN=CC1

Geometry as ORCA input:
```
! RIJCOSX wB97M-V def2-TZVPD def2/J DEFGRID3
* xyz 0 1
N 0.69678 -2.23123 0.03590
C -0.06776 -1.43544 -0.82714
S -0.89253 -1.63267 -2.26803
C -0.16379 -0.08674 -0.03637
N 0.55410 -0.01003 1.04139
N 0.83125 1.32118 1.37156
C 0.06302 2.03586 0.74238
C -0.80721 1.07938 -0.13506
H 1.29921 -1.63012 0.72543
H 1.07639 -3.28491 -0.24913
H 0.24211 3.25839 0.68761
H -1.91581 1.08932 0.26268
H -0.91576 1.52701 -1.35121
*
```

---

## 3
ORCA calculation (ωB97M-V/def2-TZVPD) on the molecule C4H5N3S.

Values from the calculation:
Lowest unoccupied orbital energy (eV): -1.8
Orbital gap (eV): 7.7
HOMO level (eV): -9.5
Structure (SMILES): [H]/N=C\N(C)C(=S)C#N

Geometry as ORCA input:
```
! RIJCOSX wB97M-V def2-TZVPD def2/J DEFGRID3
* xyz 0 1
H -0.48791 -0.33106 2.14742
N -0.88895 0.62933 2.16796
C -0.70238 0.93912 0.92918
N -0.12425 0.16564 -0.19990
C 0.12766 0.98376 -1.44542
C 0.20660 -1.21004 -0.27494
S 0.91771 -1.88342 -1.74356
C 0.40919 -1.99668 0.91062
N 0.78057 -2.82337 1.76076
H -0.80575 1.99908 0.76740
H -0.63666 0.62877 -2.29685
H 1.13984 0.85621 -1.83469
H 0.06433 2.04267 -0.88796
*
```

---

Which structure is the least stable? The one labeled 2.